1.
This record from the Open Molecules 2025 dataset describes a cluster of 8 separate species, C10H34ClO11 in total. The level of theory is wB97M-V/def2-TZVPD.

```
56
Properties=species:S:1:pos:R:3:lowdin_charge:R:1
Cl 0.577 -0.292 -0.474 0.666
O 0.102 -0.770 0.799 -0.355
O 0.341 -1.327 -1.479 -0.386
O -0.145 0.900 -0.860 -0.360
O 1.986 -0.011 -0.409 -0.336
C -0.617 0.356 4.108 -0.082
C 0.039 1.725 4.108 -0.318
O -0.713 2.679 4.856 -0.082
H 0.019 -0.380 3.614 0.070
H -1.558 0.372 3.557 0.052
H -0.823 0.041 5.133 0.072
H 0.181 2.048 3.072 0.107
H 1.018 1.655 4.579 0.094
H -1.345 3.095 4.265 0.077
C 3.016 -3.907 -0.802 -0.087
C 2.989 -3.829 -2.325 -0.343
O 2.712 -2.529 -2.781 -0.079
H 3.251 -4.910 -0.434 0.065
H 2.045 -3.604 -0.402 0.069
H 3.760 -3.229 -0.379 0.075
H 2.213 -4.522 -2.683 0.086
H 3.947 -4.121 -2.754 0.104
H 1.864 -2.276 -2.387 0.030
C 3.300 2.950 2.852 -0.095
C 3.064 2.671 1.373 -0.311
O 3.447 3.790 0.568 -0.079
H 2.976 2.102 3.456 0.055
H 2.775 3.862 3.134 0.075
H 4.365 3.093 3.059 0.066
H 2.020 2.425 1.190 0.098
H 3.634 1.793 1.057 0.107
H 4.374 3.680 0.341 0.072
C -2.921 0.902 1.135 -0.176
O -3.479 1.666 0.084 -0.135
H -3.478 1.084 2.065 0.068
H -2.976 -0.179 0.979 0.083
H -1.876 1.177 1.281 0.053
H -3.583 1.059 -0.660 0.032
C -0.938 -4.083 -2.795 -0.160
O -1.536 -4.690 -3.937 -0.122
H -1.622 -4.107 -1.940 0.077
H -0.004 -4.575 -2.505 0.065
H -0.729 -3.038 -3.002 0.061
H -1.783 -5.585 -3.693 0.066
C -2.174 4.052 -1.543 -0.190
O -0.817 3.752 -1.773 -0.113
H -2.403 5.050 -1.922 0.069
H -2.867 3.342 -2.003 0.069
H -2.408 4.053 -0.471 0.068
H -0.715 2.821 -1.540 0.030
C -3.304 -1.318 -2.543 -0.136
O -2.974 -0.003 -2.130 -0.131
H -4.382 -1.434 -2.444 0.079
H -3.000 -1.533 -3.570 0.083
H -2.828 -2.055 -1.888 0.067
H -2.015 0.111 -2.137 0.065
```

LUMO: 2.64 eV
relative energy (zero: lowest compared OMol25 entry of this formula, charge and spin): 0.0 kJ/mol
highest occupied orbital energy: -7.0 eV
electronic energy: -45959.510 eV
charge: -1
frontier orbital gap: 9.7 eV

---

2.
This record from the Open Molecules 2025 dataset describes a cluster of 2 separate species, C3H5ClS in total in a non-equilibrium geometry. The level of theory is wB97M-V/def2-TZVPD.

```
10
Properties=species:S:1:pos:R:3:lowdin_charge:R:1
C -0.856 -1.922 0.274 -0.055
C -0.492 -0.765 0.756 -0.641
C 1.031 1.240 -0.128 -0.311
S 0.961 0.021 1.231 0.866
Cl -2.404 0.630 1.531 -0.065
H -1.912 -2.173 0.057 0.083
H -0.110 -2.703 0.135 0.080
H 1.374 2.140 0.183 0.007
H 0.018 1.253 -0.463 0.026
H 1.633 0.839 -0.855 0.010
```

LUMO: -1.22 eV
relative energy (zero: lowest compared OMol25 entry of this formula, charge and spin): 194.8 kJ/mol
highest occupied orbital energy: -9.4 eV
electronic energy: -26546.953 eV
frontier orbital gap: 8.2 eV

---

3.
This record from the Open Molecules 2025 dataset describes a structure of composition C31H45IrN4O3PS3. The level of theory is wB97M-V/def2-TZVPD.

```
88
Properties=species:S:1:pos:R:3:lowdin_charge:R:1
Ir -0.493 0.247 0.207 0.850
C -1.227 2.959 2.315 -0.104
N -1.865 1.716 1.886 -0.314
C -2.415 1.050 3.067 -0.120
C -2.950 2.006 0.947 -0.181
C -2.389 2.466 -0.364 -0.260
C -2.964 3.538 -1.038 -0.055
C -2.438 3.994 -2.237 -0.103
C -1.308 3.373 -2.745 -0.098
C -0.728 2.310 -2.067 -0.164
C -1.251 1.814 -0.868 -0.299
H -1.937 3.566 2.899 0.091
H -0.899 3.537 1.455 0.064
H -0.364 2.733 2.939 0.050
H -3.079 1.741 3.611 0.094
H -1.605 0.739 3.721 0.047
H -2.987 0.176 2.773 0.039
H -3.633 2.763 1.366 0.125
H -3.523 1.082 0.823 0.119
H -3.831 4.026 -0.604 0.105
H -2.892 4.830 -2.755 0.091
H -0.860 3.723 -3.668 0.099
H 0.176 1.870 -2.467 0.091
O -2.372 -3.809 2.691 -0.414
S -2.521 -2.365 2.692 0.156
O -3.814 -1.874 2.249 -0.404
O -2.047 -1.737 3.928 -0.417
S -1.159 -1.877 1.127 0.394
C 4.100 -1.269 -2.613 -0.119
C 4.104 0.122 -2.699 -0.100
C 3.203 0.880 -1.977 -0.049
C 2.245 0.280 -1.130 -0.350
C 2.251 -1.119 -1.065 -0.100
C 3.163 -1.873 -1.790 -0.111
N 1.335 1.060 -0.436 -0.141
C 1.903 2.216 0.150 -0.333
C 1.288 3.470 0.193 -0.049
C 1.901 4.558 0.804 -0.099
C 3.154 4.447 1.380 -0.119
C 3.787 3.209 1.345 -0.097
C 3.171 2.124 0.754 -0.080
H 4.808 -1.861 -3.179 0.087
H 4.813 0.623 -3.348 0.096
H 3.219 1.959 -2.061 0.118
H 1.517 -1.601 -0.434 0.049
H 3.137 -2.954 -1.704 0.099
H 0.322 3.613 -0.261 0.082
H 1.381 5.509 0.814 0.098
H 3.625 5.299 1.854 0.087
H 4.759 3.080 1.806 0.096
H 3.674 1.166 0.766 0.108
S 0.978 0.413 2.673 0.701
C 1.338 -1.241 2.878 -0.851
N 2.287 -1.809 2.113 0.020
C 2.472 -3.246 2.006 -0.177
C 2.175 -3.879 3.355 -0.161
C 0.801 -3.435 3.822 -0.169
N 0.711 -1.980 3.783 0.018
H 2.635 -1.216 1.376 0.089
H 3.500 -3.438 1.696 0.119
H 1.806 -3.661 1.240 0.105
H 2.935 -3.565 4.075 0.117
H 2.210 -4.966 3.276 0.114
H 0.606 -3.756 4.845 0.125
H 0.013 -3.861 3.193 0.096
H -0.169 -1.591 4.135 0.087
C -4.053 -1.482 -2.443 -0.135
C -3.176 -0.748 -1.431 -0.373
P -1.349 -0.946 -1.537 0.772
C -1.253 -2.789 -1.761 -0.413
C 0.041 -3.559 -1.554 -0.156
C -1.062 -0.441 -3.288 -0.362
C 0.340 -0.635 -3.852 -0.117
H -5.102 -1.263 -2.233 0.072
H -3.932 -2.563 -2.379 0.063
H -3.857 -1.174 -3.471 0.060
H -3.431 -1.062 -0.416 0.053
H -3.353 0.329 -1.493 0.072
H -1.605 -2.938 -2.787 0.078
H -2.012 -3.192 -1.093 0.058
H 0.841 -3.213 -2.205 0.039
H -0.137 -4.615 -1.768 0.077
H 0.371 -3.485 -0.519 0.018
H -1.394 0.589 -3.406 0.062
H -1.764 -1.057 -3.857 0.066
H 1.089 -0.059 -3.312 0.044
H 0.365 -0.321 -4.898 0.075
H 0.648 -1.680 -3.815 0.063
```

LUMO: 2.54 eV
relative energy (zero: lowest compared OMol25 entry of this formula, charge and spin): 67.8 kJ/mol
highest occupied orbital energy: -4.2 eV
electronic energy: -89617.725 eV
charge: -1
frontier orbital gap: 6.8 eV

---

4.
This record from the Open Molecules 2025 dataset describes a cluster of 2 separate species, C3H9NO in total in a non-equilibrium geometry. The level of theory is wB97M-V/def2-TZVPD.

```
14
Properties=species:S:1:pos:R:3:lowdin_charge:R:1
C -1.100 0.080 -2.683 -0.002
C -0.646 1.140 -2.019 -0.332
O -0.423 1.224 -0.726 -0.023
H -1.245 0.272 -3.732 0.039
H -1.440 -0.839 -2.230 0.049
H -0.330 2.013 -2.585 0.105
H -0.007 1.168 0.141 0.077
C 0.485 -0.927 2.463 -0.158
N 1.033 -0.107 1.365 -0.068
H 0.583 -0.404 3.408 0.069
H -0.556 -1.118 2.245 0.070
H 0.937 -1.898 2.481 0.057
H 0.672 -0.459 0.495 0.048
H 2.039 -0.145 1.378 0.068
```

LUMO: 0.97 eV
relative energy (zero: lowest compared OMol25 entry of this formula, charge and spin): 257.6 kJ/mol
highest occupied orbital energy: -8.7 eV
electronic energy: -6792.386 eV
frontier orbital gap: 9.6 eV
structure (SMILES): C=CO.CN

---

5.
This record from the Open Molecules 2025 dataset describes a structure of composition C59H50GeNNiO2SiTe in a non-equilibrium geometry. The level of theory is wB97M-V/def2-TZVPD.

```
116
Properties=species:S:1:pos:R:3:lowdin_charge:R:1
Ni 0.102 0.436 0.107 0.328
C -5.357 -3.221 -2.627 -0.042
C -4.299 -2.246 -2.162 -0.250
C -4.505 -0.865 -2.219 0.033
C -3.555 0.074 -1.865 -0.034
C -3.882 1.540 -1.991 -0.262
O -3.183 2.404 -1.506 0.067
C -5.141 1.992 -2.704 -0.165
C -5.430 1.665 -4.026 -0.044
C -6.573 2.164 -4.637 -0.075
C -7.443 2.978 -3.925 -0.082
C -7.152 3.317 -2.610 -0.069
C -5.998 2.836 -2.007 -0.019
C -2.301 -0.377 -1.354 -0.263
O -1.372 0.466 -1.088 -0.160
C -2.103 -1.782 -1.200 -0.060
C -3.096 -2.675 -1.659 0.024
C -0.936 -2.339 -0.535 -0.148
N -0.040 -1.626 0.102 0.055
C 1.034 -2.356 0.791 -0.291
C 1.346 -1.655 2.107 -0.406
Te 3.305 -2.121 2.721 1.734
C 3.018 -4.189 2.685 -0.522
C 3.161 -4.862 1.475 -0.129
C 2.905 -6.226 1.444 -0.060
C 2.524 -6.891 2.603 -0.053
C 2.393 -6.203 3.803 -0.060
C 2.642 -4.837 3.856 -0.129
C -0.747 -3.835 -0.578 -0.226
C -1.413 -4.678 0.306 -0.038
C -1.179 -6.047 0.278 -0.062
C -0.284 -6.582 -0.641 -0.083
C 0.379 -5.743 -1.527 -0.067
C 0.152 -4.372 -1.492 -0.023
H -6.290 -2.707 -2.857 0.077
H -5.570 -3.974 -1.866 0.080
H -5.040 -3.748 -3.530 0.083
H -5.472 -0.514 -2.557 0.121
H -4.743 1.043 -4.590 0.120
H -6.783 1.917 -5.671 0.105
H -8.343 3.354 -4.397 0.105
H -7.820 3.967 -2.057 0.106
H -5.746 3.115 -0.990 0.112
H -2.915 -3.741 -1.604 0.121
H 1.906 -2.321 0.150 0.076
H 0.812 -3.402 0.973 0.102
H 0.650 -1.917 2.908 0.086
H 1.384 -0.579 2.003 -0.018
H 3.452 -4.343 0.568 0.091
H 3.000 -6.763 0.510 0.113
H 2.334 -7.957 2.573 0.115
H 2.098 -6.725 4.703 0.115
H 2.540 -4.304 4.794 0.102
H -2.119 -4.260 1.016 0.130
H -1.704 -6.698 0.968 0.110
H -0.115 -7.652 -0.674 0.108
H 1.070 -6.156 -2.253 0.109
H 0.672 -3.712 -2.177 0.119
C 4.552 -2.603 -1.615 -0.082
C 3.477 -2.100 -2.341 -0.062
C 2.792 -0.972 -1.900 -0.091
C 3.155 -0.315 -0.720 -0.283
C 4.268 -0.815 -0.022 -0.179
C 4.956 -1.955 -0.457 -0.106
Si 2.202 1.245 -0.212 0.694
C 2.642 2.401 -1.607 -0.277
C 1.707 3.179 -2.294 -0.134
C 2.098 4.054 -3.301 -0.068
C 3.438 4.165 -3.642 -0.074
C 4.382 3.373 -3.000 -0.072
C 3.985 2.491 -2.004 -0.098
C 3.019 1.722 1.443 -0.277
C 4.372 2.101 1.500 -0.097
C 5.035 2.300 2.708 -0.069
C 4.363 2.123 3.909 -0.080
C 3.016 1.783 3.891 -0.083
C 2.362 1.600 2.673 -0.157
H 5.088 -3.476 -1.968 0.111
H 3.176 -2.587 -3.262 0.112
H 1.949 -0.602 -2.480 0.118
H 4.626 -0.295 0.859 0.054
H 5.826 -2.310 0.087 0.112
H 0.655 3.091 -2.057 0.024
H 1.353 4.647 -3.820 0.111
H 3.746 4.854 -4.420 0.107
H 5.427 3.432 -3.285 0.107
H 4.733 1.844 -1.554 0.094
H 4.925 2.259 0.580 0.095
H 6.075 2.606 2.709 0.109
H 4.875 2.281 4.851 0.108
H 2.461 1.703 4.820 0.109
H 1.293 1.412 2.691 0.078
Ge -0.555 2.741 0.290 0.988
C -2.183 2.551 1.324 -0.353
C -3.127 3.574 1.206 -0.115
C -4.278 3.558 1.982 -0.077
C -4.502 2.520 2.881 -0.085
C -3.575 1.496 2.999 -0.087
C -2.420 1.514 2.221 -0.122
C 0.477 4.076 1.288 -0.334
C 0.200 4.279 2.644 -0.121
C 0.884 5.235 3.383 -0.082
C 1.861 6.016 2.776 -0.084
C 2.133 5.845 1.426 -0.076
C 1.441 4.889 0.690 -0.106
H -0.807 3.290 -1.109 0.003
H -2.971 4.383 0.500 0.111
H -5.005 4.356 1.884 0.106
H -5.401 2.510 3.485 0.104
H -3.749 0.684 3.696 0.100
H -1.707 0.698 2.314 0.081
H -0.568 3.688 3.134 0.096
H 0.649 5.380 4.432 0.104
H 2.395 6.763 3.350 0.103
H 2.881 6.462 0.940 0.105
H 1.669 4.784 -0.365 0.083
```

LUMO (spin up / spin down): -2.81 / -6.05 eV
relative energy (zero: lowest compared OMol25 entry of this formula, charge and spin): 135.2 kJ/mol
highest occupied orbital energy (spin up / spin down): -9.9 / -9.8 eV
electronic energy: -180302.510 eV
charge: +1
2S+1: 3
⟨S²⟩: 2.03
frontier orbital gap (spin up / spin down): 7.0 / 3.8 eV

---

6.
This record from the Open Molecules 2025 dataset describes a structure of composition C26H31AsAuBF6N3O3S in a non-equilibrium geometry. The level of theory is wB97M-V/def2-TZVPD.

```
73
Properties=species:S:1:pos:R:3:lowdin_charge:R:1
Au -1.275 2.227 2.709 0.924
F -1.870 1.624 -3.642 0.042
C -1.704 0.624 -2.702 -0.160
C -2.345 0.756 -1.510 0.077
C -2.083 -0.158 -0.517 -0.073
C -2.348 0.166 0.820 -0.259
O -2.498 1.454 1.051 -0.154
C -2.143 -0.892 1.788 -0.036
C -1.583 -2.087 1.447 0.032
N -1.321 -2.440 0.168 0.036
C -0.547 -3.637 -0.029 -0.311
C -1.008 -4.869 0.622 -0.116
C -1.088 -4.771 -0.856 -0.084
C -1.303 -1.368 -0.769 -0.074
C -0.641 -1.499 -1.974 0.078
C -0.842 -0.472 -2.944 -0.127
N -0.146 -0.679 -4.182 -0.100
C -0.435 -1.845 -4.972 -0.178
C 0.168 -1.835 -6.313 -0.110
N 0.421 -0.425 -6.847 0.060
C 1.425 0.365 -5.926 -0.064
C 0.822 0.381 -4.512 -0.145
C -2.446 -0.602 3.291 -0.587
O -2.237 -1.579 4.007 0.023
O -2.746 0.633 3.600 -0.157
H -3.039 1.605 -1.299 0.164
H -1.170 -2.788 2.228 0.176
H 0.573 -3.419 -0.032 0.156
H -1.926 -4.914 1.273 0.137
H -0.096 -5.386 1.006 0.128
H -2.041 -4.571 -1.332 0.111
H -0.302 -5.317 -1.382 0.109
H 0.112 -2.302 -2.054 0.143
H -1.510 -2.083 -4.904 0.143
H 0.072 -2.774 -4.539 0.143
H -0.485 -2.379 -7.041 0.155
H 1.141 -2.301 -6.332 0.128
H -0.459 0.083 -7.077 0.196
H 0.841 -0.530 -7.789 0.178
H 1.660 1.396 -6.402 0.159
H 2.422 -0.231 -5.827 0.158
H 0.368 1.411 -4.457 0.127
H 1.654 0.406 -3.747 0.145
F 1.972 -2.125 0.039 0.010
B 2.060 -0.668 0.311 -1.103
F 1.661 0.009 -0.847 0.115
F 3.343 -0.358 0.797 0.113
F 1.042 -0.389 1.341 0.013
C 1.797 0.061 4.717 -0.199
As 0.693 1.357 5.673 0.857
C 1.940 2.216 6.774 -0.288
C -0.778 0.396 6.515 -0.204
S -0.261 3.017 4.613 0.440
H 2.628 0.721 4.234 0.096
H 1.165 -0.288 3.878 0.027
H 2.039 -0.818 5.326 0.059
H 2.691 2.637 6.151 0.030
H 2.397 1.523 7.524 0.077
H 1.526 3.112 7.243 0.046
H -0.517 -0.676 6.595 0.063
H -1.504 0.453 5.709 -0.006
H -1.185 0.778 7.454 0.056
F 2.179 4.902 -1.570 0.059
C 1.507 4.450 -0.497 -0.258
C 1.602 3.107 -0.137 -0.005
C 0.904 2.583 0.945 -0.116
C -0.033 3.375 1.569 -0.352
C -0.203 4.723 1.202 -0.101
C 0.682 5.328 0.267 0.014
H 2.065 2.448 -0.831 0.102
H 0.938 1.482 1.087 0.079
H -0.999 5.270 1.624 0.078
H 0.611 6.395 0.193 0.104
```

LUMO (spin up / spin down): -2.99 / -6.33 eV
relative energy (zero: lowest compared OMol25 entry of this formula, charge and spin): 114.5 kJ/mol
highest occupied orbital energy (spin up / spin down): -9.2 / -10.4 eV
electronic energy: -130418.043 eV
charge: +1
2S+1: 3
⟨S²⟩: 2.01
frontier orbital gap (spin up / spin down): 6.2 / 4.0 eV